Record 1
An isolated molecule of CHBrCl2S, computed with wB97M-V/def2-TZVPD.

Geometry as XYZ:
```
6
Properties=species:S:1:pos:R:3:lowdin_charge:R:1
S 1.40 -0.07 0.43 0.570
C -0.25 -0.08 -0.35 -2.003
Cl -0.18 0.52 -2.02 0.500
Cl -1.43 0.96 0.52 0.471
Br -0.90 -1.92 -0.25 0.560
H 1.36 0.59 1.66 -0.098
```

The largest force on an atom comes out at 1.52 eV/A. For the frontier orbital gap, the calculation gives 9.8 eV. Its SMILES is SC(Cl)(Cl)Br. Its LUMO energy is -0.00134 hartree. As for the HOMO energy: -9.80 eV. The total charge is 0. For the energy relative to the best compared isomer or geometry (same formula, charge and spin), the calculation gives 23.5 kJ/mol.


Record 2
A structure of composition CHBrCl3Zr, computed with wB97M-V/def2-TZVPD.

Geometry as XYZ:
```
7
Properties=species:S:1:pos:R:3:lowdin_charge:R:1
Zr -4.07 -3.48 -3.82 1.855
Br -2.15 -2.04 -1.11 0.057
C 1.19 1.07 0.88 -1.394
Cl 2.30 -0.33 1.11 0.793
Cl 2.10 2.56 0.76 0.870
Cl 0.01 1.16 2.23 0.771
H 0.61 1.04 -0.05 0.048
```

The largest force on an atom comes out at 1.57 eV/A. For the frontier orbital gap, the calculation gives 2.4 eV. Its LUMO energy is -0.65020 hartree. As for the HOMO energy: -20.10 eV. The total charge is +3. For the energy relative to the best compared isomer or geometry (same formula, charge and spin), the calculation gives 267.0 kJ/mol.


Record 3
A cluster of 2 separate species, CHBrClNO in total, computed with wB97M-V/def2-TZVPD.

Geometry as XYZ:
```
6
Properties=species:S:1:pos:R:3:lowdin_charge:R:1
N 0.45 1.49 0.40 0.077
C -0.09 1.48 1.43 -0.885
Cl -1.01 1.74 2.71 0.764
O 0.46 -1.20 -1.89 -0.627
Br -0.33 -1.49 -0.27 0.669
H 0.52 -2.03 -2.38 0.002
```

The largest force on an atom comes out at 2.11 eV/A. For the frontier orbital gap, the calculation gives 9.7 eV. Its SMILES is N#CCl.OBr. Its LUMO energy is -0.01179 hartree. As for the HOMO energy: -9.98 eV. The total charge is 0. For the energy relative to the best compared isomer or geometry (same formula, charge and spin), the calculation gives 222.1 kJ/mol.


Record 4
A cluster of 2 separate species, CHBrClNO in total, computed with wB97M-V/def2-TZVPD.

Geometry as XYZ:
```
6
Properties=species:S:1:pos:R:3:lowdin_charge:R:1
C -0.46 0.14 -1.30 -0.747
N -0.08 0.60 -0.30 0.183
O -1.06 -1.97 -1.08 -0.653
Cl -1.12 0.37 -2.75 0.871
Br -0.27 -2.54 1.01 0.198
H 0.73 1.08 0.13 0.148
```

The largest force on an atom comes out at 3.81 eV/A. For the frontier orbital gap (alpha / beta), the calculation gives 8.1 / 8.1 eV. Its LUMO energy (alpha / beta) is -0.04313 / -0.04561 hartree. As for the HOMO energy (alpha / beta): -9.30 / -9.31 eV. The total charge is 0. For the energy relative to the best compared isomer or geometry (same formula, charge and spin), the calculation gives 573.7 kJ/mol.


Record 5
A structure of composition CHBrINO2, computed with wB97M-V/def2-TZVPD.

Geometry as XYZ:
```
7
Properties=species:S:1:pos:R:3:lowdin_charge:R:1
C -0.29 0.33 0.55 -1.072
N 0.50 -0.61 -0.51 -0.593
O 0.08 -0.57 -1.61 -0.001
O 1.32 -1.29 -0.03 0.081
Br -2.13 -0.11 0.41 0.680
I 0.21 2.28 -0.29 0.813
H 0.31 -0.02 1.49 0.091
```

The largest force on an atom comes out at 3.81 eV/A. For the frontier orbital gap, the calculation gives 9.7 eV. Its LUMO energy is -0.02385 hartree. As for the HOMO energy: -10.30 eV. The total charge is 0. For the energy relative to the best compared isomer or geometry (same formula, charge and spin), the calculation gives 24.5 kJ/mol.


Record 6
An isolated molecule of CHBrN2, computed with wB97M-V/def2-TZVPD.

Geometry as XYZ:
```
5
Properties=species:S:1:pos:R:3:lowdin_charge:R:1
C 0.41 0.32 -0.09 -0.508
N -0.26 -0.67 0.50 -0.221
N -0.78 -1.62 0.94 0.205
Br -0.48 1.04 -1.78 0.501
H 1.10 0.93 0.43 0.023
```

The largest force on an atom comes out at 3.94 eV/A. For the frontier orbital gap, the calculation gives 8.2 eV. Its LUMO energy is -0.02352 hartree. As for the HOMO energy: -8.84 eV. The total charge is 0. For the energy relative to the best compared isomer or geometry (same formula, charge and spin), the calculation gives 65.6 kJ/mol.


Record 7
A structure of composition CHCaLiO2, computed with wB97M-V/def2-TZVPD.

Geometry as XYZ:
```
6
Properties=species:S:1:pos:R:3:lowdin_charge:R:1
O 0.92 0.67 0.42 -0.802
H 0.67 1.55 0.10 -0.046
Ca 2.94 0.46 0.84 1.101
O -2.20 -1.50 -1.66 0.110
C -1.79 -0.90 -0.80 0.013
Li -0.54 -0.28 1.10 0.625
```

The largest force on an atom comes out at 1.57 eV/A. For the frontier orbital gap (alpha / beta), the calculation gives 5.4 / 11.4 eV. Its LUMO energy (alpha / beta) is -0.14053 / -0.14762 hartree. Its multiplicity is 2. As for the HOMO energy (alpha / beta): -9.20 / -15.39 eV. The total charge is +1. For the energy relative to the best compared isomer or geometry (same formula, charge and spin), the calculation gives 0.0 kJ/mol.


Record 8
A structure of composition CHCdLiO, computed with wB97M-V/def2-TZVPD.

Geometry as XYZ:
```
5
Properties=species:S:1:pos:R:3:lowdin_charge:R:1
H 2.44 -0.79 0.41 -0.162
O -0.82 0.42 0.33 -0.721
C -0.49 -0.32 -0.70 -0.468
Cd 1.23 0.83 0.21 0.767
Li -2.36 -0.15 -0.24 0.585
```

The largest force on an atom comes out at 3.38 eV/A. For the frontier orbital gap (alpha / beta), the calculation gives 5.0 / 4.8 eV. Its LUMO energy (alpha / beta) is -0.02549 / -0.03142 hartree. As for the HOMO energy (alpha / beta): -5.74 / -5.64 eV. The total charge is 0. For the energy relative to the best compared isomer or geometry (same formula, charge and spin), the calculation gives 306.4 kJ/mol.